Record 1
22
Properties=species:S:1:pos:R:3:nbo_charge:R:1 method="wB97M-V/def2-TZVPD" e_lumo_ev=0.94 e_homo_ev=-8.7 e_above_lowest_kj_mol=137.8 multiplicity=1 smiles=CCN(C)CC.O total_energy_ha=-329.455114
C 0.277 1.094 1.284 -0.61
C 1.302 0.553 0.299 -0.22
N 0.705 0.296 -1.037 -0.43
C 1.757 0.144 -2.025 -0.43
C -0.060 -0.981 -0.963 -0.22
C -0.807 -1.257 -2.301 -0.64
H 0.672 1.145 2.296 0.21
H 0.010 2.102 0.973 0.22
H -0.545 0.383 1.348 0.20
H 2.035 1.327 0.033 0.19
H 1.871 -0.313 0.661 0.17
H 2.639 -0.412 -1.655 0.17
H 2.067 1.168 -2.268 0.20
H 1.486 -0.241 -3.005 0.21
H -0.722 -0.866 -0.104 0.19
H 0.551 -1.859 -0.691 0.16
H -1.837 -1.551 -2.086 0.21
H -0.869 -0.312 -2.818 0.22
H -0.259 -2.091 -2.728 0.21
O -3.100 0.601 4.799 -0.95
H -3.372 0.930 5.661 0.48
H -3.804 0.141 4.327 0.48


Record 2
19
Properties=species:S:1:pos:R:3:nbo_charge:R:1 method="wB97M-V/def2-TZVPD" total_charge=-2 e_lumo_ev=5.60 e_homo_ev=0.3 e_above_lowest_kj_mol=69.2 multiplicity=1 total_energy_ha=-762.357652
C -0.316 1.294 -1.269 -0.64
C 0.175 0.062 -0.543 -0.07
C 0.188 0.246 0.969 -0.50
S -1.495 0.465 1.713 -0.80
N 1.443 -0.474 -1.050 -0.70
C 1.439 -0.860 -2.496 0.12
O 2.143 -0.017 -3.300 -1.00
H -0.210 1.192 -2.352 0.21
H 0.285 2.179 -1.010 0.18
H -1.385 1.434 -1.062 0.21
H -0.541 -0.758 -0.700 0.17
H 0.630 -0.646 1.384 0.19
H 0.732 1.160 1.197 0.16
H 2.186 0.213 -0.987 0.34
H 1.910 -1.855 -2.501 0.06
H 0.383 -0.955 -2.832 0.07
H -2.092 -1.071 4.310 0.51
H -2.704 -0.398 5.535 0.45
O -2.770 -1.210 4.995 -0.98


Record 3
12
Properties=species:S:1:pos:R:3:nbo_charge:R:1 method="wB97M-V/def2-TZVPD" e_lumo_ev=0.98 e_homo_ev=-9.3 e_above_lowest_kj_mol=175.7 multiplicity=1 smiles="C=COC(C)=O" total_energy_ha=-306.439358
C 0.799 -0.253 1.341 -0.52
C 1.285 0.759 0.624 0.16
O 0.580 1.168 -0.476 -0.55
C 0.025 -0.048 -1.020 0.82
C -1.463 -0.059 -0.870 -0.73
O 0.695 -0.817 -1.637 -0.52
H -0.266 -0.452 1.351 0.20
H 1.426 -0.895 1.932 0.22
H 2.235 1.263 0.792 0.19
H -1.778 0.777 -1.498 0.25
H -1.797 0.151 0.150 0.23
H -1.899 -0.992 -1.230 0.24